DFT (wB97M-V/def2-TZVPD) results for C19H31KN3OP as an isolated structure in a non-equilibrium geometry.

Cartesian coordinates (Å):
C (2.01897, -3.87123, -0.28249)
C (1.15584, -3.74376, 0.98485)
C (0.93505, -2.27129, 1.40167)
C (-0.23074, -1.60016, 0.67267)
C (-1.53109, -2.22910, 1.19686)
P (-0.36981, 0.35858, 0.58443)
C (1.13989, 0.65600, 1.74783)
N (0.78846, 0.22850, 3.13573)
C (-0.69103, 2.26691, 0.57347)
O (0.31393, 3.02696, -0.09445)
C (0.71223, 4.20799, 0.56375)
C (2.06261, 4.60872, 0.00532)
C (0.65979, 0.45191, -1.02453)
C (1.90106, -0.16571, -1.18490)
C (2.62085, -0.07329, -2.37002)
N (2.19046, 0.59545, -3.43907)
C (1.00668, 1.18869, -3.30082)
C (0.22609, 1.15128, -2.15480)
C (-2.04906, 0.05251, -0.41870)
C (-2.22361, -0.59681, -1.64176)
C (-3.50510, -0.76014, -2.14518)
N (-4.63445, -0.37635, -1.57018)
C (-4.48650, 0.23521, -0.38920)
C (-3.24338, 0.45319, 0.18572)
H (2.44129, -4.87149, -0.34691)
H (2.83843, -3.16049, -0.26986)
H (1.41978, -3.71166, -1.17663)
H (1.67308, -4.25694, 1.79251)
H (0.20851, -4.24516, 0.79323)
H (0.74475, -2.24815, 2.47116)
H (1.90700, -1.80846, 1.26036)
H (-0.14318, -1.91785, -0.38106)
H (-2.14544, -2.57348, 0.37225)
H (-2.11222, -1.58063, 1.84711)
H (-1.32000, -3.12171, 1.78458)
H (-1.20348, 0.30732, 1.79121)
H (1.37983, 1.72135, 1.78039)
H (2.07429, 0.19031, 1.45471)
H (0.26727, 0.97353, 3.57850)
H (1.65446, 0.16174, 3.66043)
H (-1.66339, 2.54830, 0.15030)
H (-0.73249, 2.55420, 1.62728)
H (0.77951, 4.05421, 1.64206)
H (-0.01710, 4.99391, 0.34273)
H (1.96608, 4.86958, -1.04400)
H (2.71180, 3.73616, 0.03957)
H (2.50812, 5.42394, 0.56590)
H (2.34235, -0.74473, -0.38867)
H (3.58209, -0.55794, -2.45608)
H (0.64483, 1.74514, -4.15582)
H (-0.71046, 1.68598, -2.13039)
H (-1.34374, -0.92868, -2.18185)
H (-3.60638, -1.23690, -3.12261)
H (-5.38368, 0.56112, 0.11547)
H (-3.20023, 0.94178, 1.15103)
K (-2.32887, -3.29840, -1.60314)

Summary:
strongest force on any atom = 1.023 eV/Å
Kohn-Sham gap = 5.78 eV


DFT (wB97M-V/def2-TZVPD) results for a single C19H31N3O3S molecule.

Cartesian coordinates (Å):
C (-2.04284, -0.65419, 3.32627)
C (-2.21042, 0.85905, 3.28942)
C (-1.35436, 1.48184, 2.20180)
S (-1.97146, 0.97633, 0.57010)
O (-1.29672, -0.23293, 0.14775)
O (-3.40300, 0.93810, 0.57779)
N (-1.49201, 2.28618, -0.36275)
C (-0.05482, 2.29857, -0.60603)
C (0.30174, 2.59992, -2.05807)
C (-0.47346, 1.74145, -3.07271)
C (0.22409, 0.39951, -3.32141)
O (0.86278, 0.21674, -4.34211)
N (0.08870, -0.54172, -2.37072)
C (0.56688, -1.88840, -2.57051)
C (1.67674, -2.29245, -1.58186)
N (1.31181, -2.10231, -0.20041)
C (0.43523, -3.10752, 0.35740)
C (1.20055, -4.23872, 1.04901)
C (1.73446, -1.02993, 0.53843)
C (2.41100, 0.05730, -0.03855)
C (2.85786, 1.11603, 0.72766)
C (2.63258, 1.15583, 2.09245)
C (1.95592, 0.09853, 2.67828)
C (1.52436, -0.97521, 1.92589)
C (-1.95590, 1.59221, -2.67641)
C (-2.32001, 2.53122, -1.52804)
H (-1.01544, -0.91592, 3.56753)
H (-2.69910, -1.09240, 4.07406)
H (-2.29011, -1.07291, 2.35433)
H (-1.93864, 1.28987, 4.25639)
H (-3.25368, 1.10439, 3.08296)
H (-1.42425, 2.56520, 2.19617)
H (-0.31627, 1.16218, 2.25704)
H (0.39743, 3.05907, 0.04275)
H (0.35498, 1.32860, -0.31471)
H (0.09530, 3.65256, -2.26175)
H (1.37318, 2.44438, -2.19293)
H (-0.40759, 2.25764, -4.03642)
H (-0.41533, -0.37507, -1.50624)
H (0.95517, -1.94721, -3.59056)
H (-0.28068, -2.57525, -2.47054)
H (1.89484, -3.35453, -1.74245)
H (2.58725, -1.73722, -1.80420)
H (-0.26624, -2.63161, 1.04584)
H (-0.15777, -3.52947, -0.45731)
H (1.85164, -4.74330, 0.33859)
H (1.81745, -3.85448, 1.85682)
H (0.50327, -4.96677, 1.45551)
H (2.58439, 0.09627, -1.10207)
H (3.38068, 1.92901, 0.24386)
H (2.97910, 1.98721, 2.68685)
H (1.77553, 0.10061, 3.74504)
H (1.02495, -1.78336, 2.43298)
H (-2.16778, 0.57252, -2.34931)
H (-2.59638, 1.80189, -3.53382)
H (-2.20666, 3.57889, -1.81819)
H (-3.34898, 2.36375, -1.20892)

Summary:
strongest force on any atom = 0.970 eV/Å
Kohn-Sham gap = 8.22 eV
energy above the lowest of the compared OMol25 structures with the same formula, charge and spin = 31.41 kJ/mol


DFT (wB97M-V/def2-TZVPD) results for a single C19H31NO2 molecule.

Cartesian coordinates (Å):
C (-0.64857, 2.29029, -5.09274)
C (0.34556, 1.68097, -4.15080)
C (1.70393, 1.89431, -4.28404)
C (2.59306, 1.31762, -3.39132)
C (2.18031, 0.51550, -2.33929)
C (3.17332, -0.10610, -1.36508)
C (3.05591, -1.63529, -1.42327)
C (2.87698, 0.39273, 0.05622)
C (4.62539, 0.26077, -1.69143)
C (0.79302, 0.30047, -2.20745)
O (0.36907, -0.49433, -1.17518)
C (-1.00924, -0.66408, -0.94895)
C (-1.15782, -1.49208, 0.32499)
O (-2.53258, -1.57152, 0.62485)
C (-2.84811, -2.41950, 1.70070)
C (-2.16184, -2.05846, 3.02901)
N (-2.08822, -0.63240, 3.22422)
C (-1.35914, -0.22829, 4.40953)
C (-1.63226, 1.27001, 4.46842)
C (-3.09141, 1.38015, 4.00283)
C (-3.37296, 0.04704, 3.29064)
C (-0.09305, 0.87920, -3.10438)
H (-1.28253, 1.52023, -5.53017)
H (-0.14528, 2.82448, -5.89448)
H (-1.29351, 2.99010, -4.56186)
H (2.07993, 2.51213, -5.08647)
H (3.64201, 1.51391, -3.53645)
H (3.77920, -2.09044, -0.74965)
H (2.06173, -1.95600, -1.13197)
H (3.25481, -1.98722, -2.43373)
H (1.88131, 0.09768, 0.36871)
H (2.94805, 1.47804, 0.09374)
H (3.59812, -0.02561, 0.75565)
H (4.78305, 1.33546, -1.63718)
H (5.28355, -0.21045, -0.96388)
H (4.91082, -0.09459, -2.67885)
H (-1.48944, -1.18659, -1.78687)
H (-1.50995, 0.30055, -0.79794)
H (-0.73462, -2.49633, 0.17129)
H (-0.61146, -0.99700, 1.13678)
H (-3.93276, -2.33782, 1.80112)
H (-2.59609, -3.46370, 1.45343)
H (-1.13738, -2.44300, 3.03186)
H (-2.71474, -2.56921, 3.84294)
H (-0.29880, -0.46530, 4.30048)
H (-1.73809, -0.72979, 5.31906)
H (-1.47625, 1.68249, 5.46327)
H (-0.97405, 1.78396, 3.76902)
H (-3.22919, 2.22797, 3.33453)
H (-3.76309, 1.50833, 4.85137)
H (-3.75537, 0.18628, 2.27856)
H (-4.10762, -0.54584, 3.86253)
H (-1.15373, 0.71024, -3.00228)

Summary:
strongest force on any atom = 0.557 eV/Å
Kohn-Sham gap = 9.04 eV
energy above the lowest of the compared OMol25 structures with the same formula, charge and spin = 149.77 kJ/mol